70
Properties=species:S:1:pos:R:3 method="wB97M-V/def2-TZVPD" total_charge=0 max_force_ev_per_a=2.9 e_homo_ev="-8.3 / -8.9" homo_lumo_gap_ev="8.33 / 6.36" e_above_lowest_kcal_mol=22.3 e_tot_ev=-87928.3273 spin_multiplicity=5 mol_weight_g_mol=811.94
Pd 0.15138 -1.30706 -1.10310
C 2.64628 4.89644 -1.05990
C 1.75638 3.72534 -0.79990
C 1.43028 3.32904 0.49280
C 0.58338 2.27044 0.71190
C 0.03938 1.53014 -0.35660
N -0.73742 0.44864 -0.08350
C -1.76282 0.49064 0.78270
C -2.44492 1.71724 1.01000
C -3.57692 1.78884 1.77760
C -4.11592 0.64754 2.37340
C -5.36062 0.70854 3.19240
C -3.45062 -0.56186 2.18170
C -2.29382 -0.66116 1.43340
C -1.59482 -2.01576 1.30310
O -0.29742 -1.96506 0.94070
C -1.63692 -2.80626 2.65080
F -2.76752 -3.48346 2.88810
F -0.64272 -3.69326 2.71070
F -1.45872 -1.98786 3.70290
C -2.37952 -2.81106 0.21310
F -2.16252 -2.19016 -0.98240
F -3.70762 -2.83636 0.37390
F -1.96442 -4.06206 0.08950
C 0.38648 1.92034 -1.67530
C 1.21418 3.01024 -1.86540
C -0.28232 1.23394 -2.86880
O -0.52902 -0.07886 -2.75920
C -1.63782 1.98674 -3.08580
F -2.24162 1.63744 -4.21790
F -1.50442 3.32744 -3.11380
F -2.48232 1.72584 -2.08430
C 0.55208 1.44764 -4.17740
F 1.87918 1.27834 -3.96700
F 0.22988 0.53574 -5.09180
F 0.42618 2.64524 -4.75910
H 2.87008 5.42624 -0.13800
H 2.17118 5.58394 -1.75750
H 3.58418 4.56834 -1.50680
H 1.83948 3.86514 1.33610
H 0.33648 1.95724 1.71640
H -2.07872 2.59834 0.50560
H -4.06682 2.74154 1.91500
H -5.38572 1.61824 3.78800
H -5.43152 -0.15276 3.85070
H -6.23942 0.70904 2.54620
H -3.86432 -1.44276 2.64670
H 1.45208 3.35304 -2.85760
N 1.79518 -1.50666 -2.82190
N 1.21458 -2.39646 -3.73690
C 0.38018 -3.44396 -3.07400
O -0.17192 -4.21876 -3.81060
O 0.43218 -3.38156 -1.82150
H 2.16458 -0.68386 -3.29310
H 2.54008 -1.99986 -2.32110
H 0.69078 -1.92006 -4.46570
O 2.05178 -0.94706 -0.05700
S 2.08078 -2.14966 0.85010
C 3.93118 -2.35436 1.03870
C 4.30768 -2.01556 2.47070
C 3.32938 -0.92906 2.90980
C 1.95498 -1.45066 2.54250
H 4.35668 -1.63906 0.34100
H 4.20268 -3.36336 0.74370
H 5.34068 -1.67186 2.53890
H 4.19848 -2.89096 3.11220
H 3.52858 -0.00656 2.35970
H 3.40368 -0.71996 3.97760
H 1.17068 -0.70016 2.51650
H 1.64788 -2.27776 3.17780

---

59
Properties=species:S:1:pos:R:3 method="wB97M-V/def2-TZVPD" total_charge=0 max_force_ev_per_a=0.8 e_homo_ev="-6.8 / -7.2" homo_lumo_gap_ev="7.49 / 7.60" e_above_lowest_kcal_mol=0.0 e_tot_ev=-46125.5088 spin_multiplicity=2 mol_weight_g_mol=573.57
Ru 1.68113 0.90019 0.02154
C 0.49757 -4.30317 -4.50032
C 0.49567 -3.36265 -3.32705
C 0.46511 -3.83437 -2.01621
C 0.52239 -2.97518 -0.93840
C 0.58194 -1.58489 -1.10056
N 0.65897 -0.73130 0.00236
C -0.14431 -1.07424 1.09955
C -1.43296 -1.59272 0.91594
C -2.23758 -1.93472 1.98210
C -1.82408 -1.74531 3.30059
C -2.72762 -2.06476 4.45920
C -0.56904 -1.19639 3.49663
C 0.25764 -0.88466 2.42245
N 1.53615 -0.33809 2.70874
C 2.39169 -0.67229 3.68485
C 3.40715 0.25558 3.69067
C 3.08843 1.13527 2.65860
N 1.93739 0.79533 2.08295
C 0.60270 -1.12298 -2.41943
C 0.58297 -1.99272 -3.50369
N 0.67766 0.27073 -2.69751
C 0.12757 0.93761 -3.72307
C 0.67640 2.20044 -3.74743
C 1.57024 2.21717 -2.67630
N 1.57780 1.04440 -2.04528
H -0.00676 -5.23762 -4.25449
H 1.51559 -4.55168 -4.80825
H -0.00796 -3.86604 -5.36190
H 0.41648 -4.90205 -1.83522
H 0.51717 -3.37470 0.06714
H -1.79973 -1.70973 -0.09408
H -3.22548 -2.33600 1.78631
H -3.41057 -2.87776 4.21260
H -3.33576 -1.20162 4.73938
H -2.15670 -2.36227 5.33922
H -0.21073 -0.99417 4.49952
H 2.20964 -1.53696 4.29985
H 4.26768 0.27513 4.33428
H 3.62613 1.98894 2.28172
H 0.64766 -1.57688 -4.50247
H -0.59946 0.45944 -4.35642
H 0.45838 2.99349 -4.43986
H 2.18832 3.01730 -2.30265
C -3.35111 3.45929 -0.23328
N -1.91063 3.43420 -0.02743
C -1.21018 4.56421 0.25547
C 0.13029 4.56795 0.41239
C 0.78086 3.30178 0.27020
O 2.03290 3.09639 0.30212
N 0.05805 2.18560 0.05878
C -1.28244 2.18089 -0.15653
O -1.94276 1.20550 -0.46626
H -3.70473 4.47770 -0.08937
H -3.84380 2.79520 0.47407
H -3.59468 3.12367 -1.23963
H -1.80253 5.46623 0.33388
H 0.68834 5.46560 0.62029
F 3.45755 0.12269 0.04969